Below is a structure of composition C24H20ClNPRuS in a non-equilibrium geometry, with properties calculated with ωB97M-V/def2-TZVPD.

Geometry (Å):
C1 -1.13 -1.38 4.56
C2 -0.99 -1.89 3.24
C3 0.40 -2.08 2.95
H1 -1.81 -2.08 2.57
C4 1.16 -1.71 4.11
C5 0.24 -1.37 4.96
H2 0.59 -0.87 6.10
H3 -2.00 -1.05 5.05
H4 0.81 -2.46 2.03
H5 2.22 -1.68 4.18
Ru1 0.01 0.02 3.27
Cl1 1.84 1.26 2.87
P1 0.12 0.35 -0.51
C6 1.22 -0.71 -1.53
C7 0.80 -1.43 -2.65
H6 -0.24 -1.38 -2.97
C8 1.70 -2.21 -3.37
H7 1.36 -2.76 -4.24
C9 3.03 -2.27 -2.98
H8 3.74 -2.88 -3.54
C10 3.46 -1.56 -1.86
H9 4.50 -1.61 -1.55
C11 2.56 -0.80 -1.14
H10 2.89 -0.26 -0.26
C12 -1.53 -0.08 -1.19
C13 -2.17 -1.21 -0.65
H11 -1.68 -1.77 0.13
C14 -3.41 -1.61 -1.13
H12 -3.89 -2.49 -0.71
C15 -4.05 -0.88 -2.13
H13 -5.02 -1.19 -2.49
C16 -3.43 0.24 -2.66
H14 -3.92 0.82 -3.43
C17 -2.18 0.64 -2.20
H15 -1.71 1.52 -2.62
C18 0.40 2.00 -1.26
C19 1.10 2.21 -2.45
H16 1.52 1.36 -2.99
C20 1.27 3.49 -2.96
H17 1.82 3.64 -3.88
C21 0.73 4.58 -2.29
H18 0.87 5.58 -2.68
C22 0.03 4.39 -1.10
H19 -0.38 5.23 -0.57
C23 -0.12 3.11 -0.59
H20 -0.66 2.96 0.34
S1 0.00 0.01 8.22
C24 -0.04 0.08 6.68
N1 -0.01 0.17 5.33

Net charge: +1
HOMO energy (spin up / spin down): -0.38329 / -0.38709 hartree
Maximum force: 9.06 eV/A
Gap between HOMO and LUMO (spin up / spin down): 5.0 / 5.2 eV
ΔE to the lowest compared entry with this formula, charge and spin: 426.0 kJ/mol
⟨S²⟩: 6.066
2S+1: 5

---

Below is a structure of composition C9H15P in a non-equilibrium geometry, with properties calculated with ωB97M-V/def2-TZVPD.

Geometry (Å):
C1 0.35 -1.23 -0.14
C2 0.33 0.04 -0.29
C3 -1.44 0.83 -0.02
C4 -0.82 -2.16 0.25
C5 -2.49 -0.24 0.12
C6 -2.15 -1.67 -0.26
C7 1.77 1.26 1.26
C8 2.63 0.59 -1.05
C9 1.50 1.11 -0.18
P1 -1.24 2.45 -0.06
H1 1.37 -1.69 -0.20
H2 -0.45 -3.10 -0.15
H3 -0.73 -1.88 1.30
H4 -3.03 -0.17 1.12
H5 -3.23 0.07 -0.69
H6 -2.02 -1.57 -1.39
H7 -2.92 -2.37 0.02
H8 0.94 1.73 1.78
H9 2.59 1.81 1.45
H10 2.10 0.22 1.57
H11 3.21 1.42 -1.35
H12 2.02 0.28 -1.87
H13 3.21 -0.37 -0.79
H14 1.11 1.97 -0.66
H15 -2.62 2.67 0.23

HOMO energy: -0.32354 hartree
Maximum force: 6.38 eV/A
Gap between HOMO and LUMO: 9.4 eV
ΔE to the lowest compared entry with this formula, charge and spin: 235.6 kJ/mol

---

Below is a cluster of 2 separate species, C2HCl2NS in total in a non-equilibrium geometry, with properties calculated with ωB97M-V/def2-TZVPD.

Geometry (Å):
N1 -1.58 0.73 -1.66
C1 -0.66 0.88 -0.97
C2 0.28 0.98 0.09
S1 1.83 0.77 -0.10
Cl1 -0.48 1.53 1.60
Cl2 -0.08 -2.92 0.78
H1 0.69 -1.96 0.26

SMILES string: N#CC(=S)Cl.Cl
HOMO energy: -0.38634 hartree
Maximum force: 2.28 eV/A
Gap between HOMO and LUMO: 8.3 eV
ΔE to the lowest compared entry with this formula, charge and spin: 47.4 kJ/mol

---

Below is a cluster of 2 separate species, C4H11NO2 in total in a non-equilibrium geometry, with properties calculated with ωB97M-V/def2-TZVPD.

Geometry (Å):
C1 3.00 -0.99 -0.08
N1 2.13 0.15 -0.03
C2 0.83 0.18 0.07
C3 0.07 1.59 -0.13
O1 0.06 -0.72 0.09
H1 2.37 -1.91 -0.49
H2 3.88 -0.87 -0.76
H3 3.23 -1.37 0.94
H4 2.86 0.95 -0.03
H5 0.83 2.31 -0.49
H6 -0.52 2.14 0.73
H7 -0.39 1.13 -1.13
C4 -3.38 -0.36 0.32
O2 -2.52 -0.58 -0.77
H8 -4.29 0.05 -0.02
H9 -3.45 -1.39 0.91
H10 -3.03 0.37 1.10
H11 -1.70 -0.67 -0.23

SMILES string: CNC(C)=O.CO
HOMO energy: -0.34191 hartree
Maximum force: 6.01 eV/A
Gap between HOMO and LUMO: 9.9 eV
ΔE to the lowest compared entry with this formula, charge and spin: 284.7 kJ/mol

---

Below is an isolated molecule of C6H10FN in a non-equilibrium geometry, with properties calculated with ωB97M-V/def2-TZVPD.

Geometry (Å):
C1 1.21 -1.79 -0.27
C2 0.80 -0.44 0.46
N1 1.33 0.61 -0.28
C3 0.49 1.87 0.03
C4 -0.94 1.39 -0.04
C5 -0.89 -0.13 0.44
C6 -1.92 -0.95 0.12
F1 -3.09 -0.18 -0.22
H1 0.80 -2.52 0.37
H2 0.81 -1.91 -1.26
H3 2.28 -1.85 -0.04
H4 1.27 -0.77 1.57
H5 1.67 0.37 -1.30
H6 0.45 2.79 -0.72
H7 0.81 2.08 1.21
H8 -1.38 1.26 -0.99
H9 -1.45 2.13 0.72
H10 -2.24 -1.98 0.21

SMILES string: C[C@H]1NCC/C1=C\F
HOMO energy: -0.32248 hartree
Maximum force: 4.56 eV/A
Gap between HOMO and LUMO: 9.9 eV
ΔE to the lowest compared entry with this formula, charge and spin: 317.3 kJ/mol

---

Below is an isolated molecule of C24H21N5O5S, with properties calculated with ωB97M-V/def2-TZVPD.

Geometry (Å):
O1 -3.31 -2.50 0.84
C1 -2.73 -2.43 -0.21
C2 -1.49 -3.26 -0.51
S1 -0.25 -2.37 -1.51
C3 -0.22 -0.90 -0.58
N1 -0.96 -0.76 0.45
C4 -0.92 0.40 1.17
C5 -1.76 0.51 2.28
C6 -1.74 1.66 3.04
C7 -0.89 2.71 2.72
C8 -0.06 2.63 1.62
C9 -0.08 1.48 0.83
C10 0.72 1.34 -0.35
N2 1.51 2.16 -0.92
C11 2.05 1.52 -2.10
C12 3.58 1.43 -2.06
C13 4.05 0.76 -0.77
O2 4.60 1.36 0.13
N3 3.80 -0.57 -0.71
C14 4.07 -1.35 0.48
C15 2.82 -1.63 1.27
C16 1.97 -2.69 1.28
C17 0.98 -2.40 2.25
C18 1.30 -1.18 2.75
O3 2.41 -0.70 2.16
C19 1.40 0.15 -2.15
O4 1.53 -0.75 -2.95
N4 0.61 0.10 -1.03
N5 -3.18 -1.73 -1.28
C20 -4.13 -0.64 -1.14
C21 -3.42 0.68 -1.16
C22 -2.48 1.19 -2.01
C23 -2.14 2.47 -1.51
C24 -2.91 2.65 -0.40
O5 -3.68 1.57 -0.18
H1 -1.75 -4.15 -1.08
H2 -1.03 -3.55 0.44
H3 -2.41 -0.32 2.51
H4 -2.39 1.74 3.90
H5 -0.87 3.60 3.34
H6 0.61 3.43 1.35
H7 1.76 2.10 -2.99
H8 3.93 0.87 -2.93
H9 4.00 2.44 -2.07
H10 3.37 -1.05 -1.49
H11 4.74 -0.74 1.10
H12 4.55 -2.29 0.21
H13 2.05 -3.58 0.67
H14 0.15 -3.01 2.54
H15 0.84 -0.57 3.49
H16 -2.60 -1.70 -2.11
H17 -4.63 -0.77 -0.18
H18 -4.86 -0.70 -1.95
H19 -2.08 0.72 -2.88
H20 -1.43 3.16 -1.92
H21 -2.99 3.46 0.30

SMILES string: O=C(CSC1=Nc2ccccc2C2=N[C@@H](CC(=O)NCc3ccco3)C(=O)N12)NCc1ccco1
HOMO energy: -0.30952 hartree
Maximum force: 0.95 eV/A
Gap between HOMO and LUMO: 8.2 eV
ΔE to the lowest compared entry with this formula, charge and spin: 19.9 kJ/mol